Entry from OMol25: a structure of composition C3H3LiNaO2 (ωB97M-V/def2-TZVPD).

Structure (ORCA input):
```
! RIJCOSX wB97M-V def2-TZVPD def2/J DEFGRID3
* xyz 1 1
Na -0.2697 -2.2935 -2.5332
O -0.3913 -0.6959 -0.8093
O -1.6467 -0.7605 2.8974
C -1.2474 -1.1344 3.8879
C 1.1663 1.0590 -0.8103
C 0.2371 0.1400 -1.5359
Li -2.0843 -0.2245 0.8961
H 0.8159 1.3130 0.2054
H 1.2422 1.9729 -1.4225
H 2.1778 0.6241 -0.7756
*
```

Its HOMO energy is -9.921 eV. The value obtained for the energy above the lowest of the compared OMol25 structures with the same formula, charge and spin is 0.0 kJ/mol.

Mulliken population analysis, charges in e, atoms 1 to 4: 0.910 -0.622 -0.079 0.088



Entry from OMol25: a structure of composition C14H20Cl5N4O2PPd (ωB97M-V/def2-TZVPD).

Structure (ORCA input):
```
! RIJCOSX wB97M-V def2-TZVPD def2/J DEFGRID3
* xyz 2 1
Pd 1.4022 -0.7050 0.3051
Cl 0.1037 -0.4711 3.6887
Cl 2.0092 -1.0944 6.1169
Cl 3.8683 -1.7341 0.2442
Cl 5.8611 -2.5860 2.6136
Cl 4.9137 -2.1052 5.5727
P 1.7602 1.9376 -0.6416
O 0.2808 1.9559 -0.4518
O 2.4307 0.7443 -1.2656
N 1.9188 2.7462 -3.1543
N -2.7813 -1.4350 -0.9697
N -0.3356 -1.2790 -0.8241
N 1.3829 2.3719 2.0086
C 2.5842 -1.2675 4.5178
C 1.7629 -0.9405 3.4409
C 2.4785 2.4806 1.0064
C 3.8812 -1.7404 4.2709
C -3.5869 -0.2006 -0.8610
C 2.2212 -1.0303 2.1411
C 2.2890 3.2963 -1.8055
C 4.3260 -1.9269 2.9538
C -4.4175 -2.7319 -2.3083
C -3.4888 -2.7211 -1.0792
C -1.4983 -1.3596 -0.8879
C 3.4775 -1.5594 1.9252
C -4.6966 -1.3103 -2.8084
C -4.9062 -0.3760 -1.6181
H -5.6696 -0.7954 -0.9605
H -3.9809 -3.3279 -3.1088
H 1.1951 1.3873 2.2020
H 0.5141 2.7176 1.5749
H 3.3676 3.4343 -1.7625
H 2.3844 3.2075 -3.9358
H -5.3561 -3.2057 -2.0219
H -2.7484 -3.5162 -1.1309
H -4.0617 -2.8668 -0.1612
H -3.0026 0.6133 -1.2911
H 3.3327 1.8681 1.2890
H 2.1735 1.7419 -3.1362
H 1.5662 2.8451 2.8931
H -5.5791 -1.3180 -3.4457
H 2.7959 3.5212 0.9556
H -3.8597 -0.9504 -3.4132
H 1.7935 4.2478 -1.6293
H -3.7651 0.0309 0.1923
H 0.9084 2.8033 -3.2928
H -5.2491 0.6035 -1.9475
*
```

Its HOMO energy (alpha / beta) is -14.234 / -14.235 eV. The value obtained for the energy above the lowest of the compared OMol25 structures with the same formula, charge and spin is 166.9 kJ/mol.

Mulliken population analysis, charges in e, atoms 1 to 4: -0.269 -0.127 -0.127 -0.086



Entry from OMol25: an isolated molecule of C5H11N3 (ωB97M-V/def2-TZVPD).

Structure (ORCA input):
```
! RIJCOSX wB97M-V def2-TZVPD def2/J DEFGRID3
* xyz 0 1
N 1.2040 -0.8087 -0.6469
N -1.2405 0.0403 -0.4933
N 2.0344 0.3213 -0.8974
C -2.5617 -0.4702 -0.3123
C 1.6152 1.3611 -0.3255
C -0.8599 1.1628 0.1099
C 1.5232 -1.3737 0.7553
C 0.3671 1.7125 0.2733
H 1.2284 -0.5041 1.4664
H -3.2936 0.2959 -0.0119
H 0.2377 2.7827 0.6447
H -2.9836 -1.0012 -1.1488
H 2.3604 2.1946 -0.2364
H -0.6059 -0.6947 -0.9175
H 0.6504 -2.2258 0.8355
H -2.3943 -1.1545 0.5567
H 1.7193 -1.5026 -1.2388
H -1.6584 1.6723 0.7639
H 2.6578 -1.8081 0.8231
*
```

Its HOMO energy is -7.584 eV. The value obtained for the energy above the lowest of the compared OMol25 structures with the same formula, charge and spin is 357.9 kJ/mol. As for the structure (SMILES): CN/C=C\C=N/NC.

Mulliken population analysis, charges in e, atoms 1 to 4: -0.311 -0.157 -0.755 -0.946



Entry from OMol25: a structure of composition AlB2H8 (ωB97M-V/def2-TZVPD).

Structure (ORCA input):
```
! RIJCOSX wB97M-V def2-TZVPD def2/J DEFGRID3
* xyz 1 1
Al 0.5788 -0.2386 -0.4788
B 1.8411 0.9543 1.9047
B -1.9653 -0.8549 -1.8282
H 2.7905 0.7836 1.3100
H -2.2770 -0.8644 -0.7269
H -1.0299 -1.5249 -1.9983
H 1.4906 -0.1220 2.1446
H -1.6643 0.1972 -2.1313
H 1.0363 1.5294 1.3088
H -2.8389 -1.2847 -2.4361
H 2.0382 1.4250 2.9314
*
```

Its HOMO energy is -15.627 eV. The value obtained for the energy above the lowest of the compared OMol25 structures with the same formula, charge and spin is 250.9 kJ/mol.

Mulliken population analysis, charges in e, atoms 1 to 4: 0.939 0.151 0.143 -0.085